2 unconnected molecules or ions with the total composition C4H12O3 at a distorted geometry. Source: the Open Molecules 2025 dataset; level of theory: ωB97M-V/def2-TZVPD.

Values from the calculation:
HOMO level (spin up / spin down) (eV): -14.4690 / -14.4515
Gap between HOMO and LUMO (spin up / spin down) (eV): 11.506 / 5.094
E (Eh): -384.93561

Geometry as ORCA input:
```
! wB97M-V def2-TZVPD RIJCOSX def2/J DEFGRID3
* xyz 1 2
H -1.586 -3.757 -0.352
H -0.840 -1.550 0.687
H 0.658 2.160 -0.840
H -1.925 1.788 0.408
H -0.103 0.938 1.761
C -0.350 0.307 0.911
H 1.604 -0.301 0.577
H 1.892 2.040 0.486
H -2.515 0.030 0.676
O -0.505 -0.994 1.442
O -0.965 -3.068 -0.642
C 0.850 0.168 -0.053
C 1.436 1.555 -0.373
H -1.750 0.422 -0.692
H 0.592 -0.248 -1.025
H 2.885 2.132 -1.478
O 2.533 1.280 -1.201
H -0.173 -3.628 -0.658
C -1.739 0.725 0.367
*
```